(1)
The following is a DFT calculation (the ωB97M-V functional and the def2-TZVPD basis) of an isolated molecule of C6H9NS2.

2S+1: 1

```
18
C6H9NS2 | the OMol25 dataset | the ωB97M-V functional and the def2-TZVPD basis
C 2.5071 0.4885 0.5544
C 0.9458 0.6128 0.3402
C 0.2922 -0.3721 -0.2925
C -1.1518 -0.4584 -0.3851
C -1.6256 -1.3704 -1.6193
S -1.9389 -1.1975 1.0793
S -1.8682 1.3357 -0.5293
N -0.8522 2.1858 0.5546
C 0.2954 1.7490 0.9893
H 2.8397 0.1914 -0.4506
H 2.5668 -0.3426 1.2355
H 2.9683 1.4143 0.8410
H 0.8978 -1.1842 -0.7239
H -2.6921 -1.4758 -1.4368
H -1.1509 -2.2985 -1.3861
H -1.3633 -0.9516 -2.6798
H -1.3325 -0.6437 2.0993
H 0.6626 2.3173 1.8100
```

Atomic partial charges in e from the Löwdin method, atoms 1 to 4: -0.027, -0.271, -0.168, -1.015


(2)
The following is a DFT calculation (the ωB97M-V functional and the def2-TZVPD basis) of C6H9O2 as an isolated structure.

total charge: -1
2S+1: 1

```
17
C6H9O2 | the OMol25 dataset | the ωB97M-V functional and the def2-TZVPD basis
O 1.5194 -2.0122 0.1366
C 1.7809 -0.8370 0.4033
O 2.7537 -0.2948 0.9475
C 0.7138 0.2187 0.0163
C -0.6022 -0.1230 -0.1805
C -1.6855 0.8858 -0.1224
C -1.4827 1.9855 -0.9384
C -2.8028 0.4746 0.5810
H 0.2619 -0.0948 -1.1344
H 0.9707 1.2497 0.1731
H -0.8943 -1.1385 0.0263
H -1.1456 -1.1810 -2.6307
H -0.6922 1.9297 -1.6867
H -2.1704 2.8079 -0.9997
H -3.5963 1.2257 0.6562
H -2.8629 -0.4284 1.1485
H -0.9791 -1.9014 -2.4988
```

Atomic partial charges in e from the Löwdin method, atoms 1 to 4: -0.034, -0.734, -0.028, 0.020


(3)
The following is a DFT calculation (the ωB97M-V functional and the def2-TZVPD basis) of C6H9O4Yb as an isolated structure.

total charge: +2
2S+1: 2
expectation value of S²: 0.75

```
20
C6H9O4Yb | the OMol25 dataset | the ωB97M-V functional and the def2-TZVPD basis
O 2.0961 -0.4862 -0.4277
Yb 0.7461 1.4701 -0.3726
O 2.8125 1.5306 -0.6809
C 3.2224 0.3237 -0.6447
O 4.3255 -0.1564 -0.7472
C 2.2143 -1.9129 -0.3248
C 0.8242 -2.4955 -0.2500
H 2.7595 -2.2733 -1.2064
H 2.8027 -2.1437 0.5731
H 0.2103 -2.1704 -1.1015
H 0.8906 -3.5904 -0.2733
H 0.3249 -2.2011 0.6832
C -3.2722 1.8038 0.9188
C -2.7027 2.9401 0.4246
H -3.4213 1.6580 1.9938
H -2.6017 3.2116 1.5614
H -3.3005 3.5558 -0.2519
O -1.7528 0.0883 0.5285
C -2.8808 0.5138 0.3039
H -3.2972 0.3341 -0.7061
```

Atomic partial charges in e from the Löwdin method, atoms 1 to 4: -0.183, 2.205, -0.096, -0.685


Record order is preserved below.
Strongest force on any atom: 3.41 2.99 5.71 eV Å⁻¹
Record order is preserved below.
Electronic energy: -29526.650 -10458.848 -46064.421 eV